1.
DFT (ωB97M-V/def2-TZVPD) results for a molecular structure, C45H58BBrKN12P.

The value obtained for the orbital gap is 5.109 eV. The net charge is -2. The value obtained for the total energy is -161823.942 eV. Its energy above the lowest of the compared OMol25 structures with the same formula, charge and spin is 0.000 eV. For the largest force on an atom, the calculation gives 3.08 eV/Å. The HOMO energy is -1.49 eV.

Last column: Löwdin charge in e.
Element x y z (Å)
K -0.09 -0.97 -1.90  0.547
C -3.15 -0.57 1.01  -0.047
C -3.27 -1.79 0.12  -0.377
C -4.41 -2.28 -0.55  -0.028
C -3.94 -3.33 -1.30  -0.310
C -4.69 -4.29 -2.23  -0.015
N -2.64 -3.49 -1.09  0.014
N -2.20 -2.57 -0.17  0.076
B -1.73 -4.47 -1.95  -0.551
N -1.53 -3.93 -3.36  0.004
N -1.38 -2.63 -3.65  0.055
C -0.97 -2.58 -4.90  -0.369
C -0.71 -1.23 -5.51  -0.029
C -0.79 -3.84 -5.44  -0.002
C -1.16 -4.70 -4.43  -0.272
C -1.09 -6.19 -4.30  -0.028
N -0.38 -4.53 -1.23  -0.001
N 0.57 -3.57 -1.36  0.064
C 1.46 -3.80 -0.41  -0.343
C 2.64 -2.92 -0.10  -0.025
C 1.08 -4.94 0.32  -0.013
C -0.12 -5.35 -0.22  -0.338
C -1.12 -6.27 0.34  -0.044
H -3.84 0.22 0.69  0.066
H -2.10 -0.21 0.98  0.080
H -3.29 -0.77 2.07  0.067
H -5.43 -1.86 -0.52  0.108
H -5.75 -4.07 -2.16  0.065
H -4.44 -5.30 -1.87  0.070
H -4.27 -4.13 -3.24  0.084
H -2.24 -5.58 -1.97  0.113
H -0.32 -0.54 -4.77  0.031
H -1.64 -0.84 -5.89  0.065
H -0.01 -1.23 -6.34  0.073
H -0.38 -4.17 -6.43  0.122
H -0.58 -6.54 -5.16  0.058
H -2.07 -6.64 -4.20  0.080
H -0.42 -6.43 -3.51  0.066
H 2.34 -1.90 0.02  0.048
H 3.33 -2.87 -0.92  0.076
H 3.19 -3.26 0.75  0.066
H 1.56 -5.33 1.20  0.100
H -0.72 -6.55 1.32  0.080
H -1.26 -7.16 -0.29  0.083
H -2.05 -5.74 0.54  0.068
C 3.70 1.28 -0.49  -0.156
C 4.12 0.95 0.97  -0.523
C 5.49 1.62 1.30  -0.124
P 2.57 1.13 2.05  1.082
C 3.07 0.91 3.83  -0.567
C 4.38 1.56 4.22  -0.141
C 3.08 -0.59 4.22  -0.125
C 2.24 2.95 2.14  -0.306
C 3.04 3.89 1.57  -0.117
C 2.68 5.18 1.40  -0.303
C 3.49 6.14 0.50  -0.064
C 1.46 5.60 1.94  -0.069
C 0.63 4.70 2.62  -0.043
C 0.97 3.32 2.69  -0.354
N 0.18 2.36 3.24  0.050
C -1.18 2.45 3.18  -0.251
C -1.87 2.99 2.05  -0.195
C -1.06 3.03 0.71  -0.026
C -3.25 3.23 2.14  -0.046
C -4.04 2.75 3.19  -0.321
C -5.53 2.94 3.20  -0.097
C -3.38 1.95 4.13  -0.056
C -2.01 1.80 4.15  -0.225
C -1.30 0.95 5.15  -0.066
H 4.25 0.65 -1.19  0.062
H 3.88 2.34 -0.72  0.071
H 2.64 1.15 -0.75  0.038
H 4.26 -0.17 1.03  0.090
H 5.49 2.64 1.49  0.017
H 6.14 1.43 0.44  0.070
H 6.00 1.13 2.15  0.058
H 2.26 1.41 4.29  0.057
H 5.23 0.82 4.12  0.075
H 4.36 1.85 5.31  0.085
H 4.67 2.43 3.67  0.039
H 3.53 -1.12 3.35  0.064
H 2.09 -0.96 4.37  0.048
H 3.64 -0.74 5.16  0.067
H 4.00 3.62 1.12  0.075
H 3.76 7.05 1.02  0.054
H 2.95 6.48 -0.38  0.058
H 4.41 5.62 0.18  0.066
H 1.19 6.63 1.89  0.086
H -0.25 5.11 3.07  0.098
H -0.14 2.39 0.79  0.080
H -0.74 4.05 0.50  0.059
H -1.76 2.67 -0.10  0.069
H -3.73 3.70 1.27  0.103
H -5.96 2.92 2.19  0.060
H -5.88 3.93 3.62  0.072
H -6.03 2.16 3.79  0.064
H -4.00 1.40 4.84  0.101
H -1.97 0.41 5.78  0.052
H -0.64 1.60 5.72  0.070
H -0.72 0.20 4.61  0.073
N -1.27 -3.58 2.69  0.051
C -0.72 -3.88 3.67  -0.122
H -1.73 -3.47 1.77  0.052
N 2.30 -0.16 -3.30  0.059
C 2.83 -0.33 -4.33  -0.409
N 3.46 -0.55 -5.49  0.003
C 4.21 0.50 -5.86  -0.486
N 4.81 1.40 -6.24  0.035
Br -3.18 0.64 -2.46  0.821
C -2.04 2.07 -2.92  -0.749
C -2.53 3.38 -2.84  -0.127
C -1.59 4.41 -2.94  -0.062
C -0.27 4.06 -3.27  -0.059
C 0.06 2.73 -3.44  -0.134
N -0.81 1.74 -3.30  0.032
H -3.56 3.63 -2.58  0.101
H -1.89 5.46 -2.77  0.111
H 0.55 4.80 -3.35  0.112
H 1.02 2.40 -3.73  0.094

2.
DFT (ωB97M-V/def2-TZVPD) results for a molecular structure, C39H39N4PdSb.

Its spin multiplicity is 3. The value obtained for the orbital gap (spin up / spin down) is 8.200 / 6.782 eV. The net charge is +2. The value obtained for the total energy is -57040.701 eV. Its expectation value of S² is 2.006. For the largest force on an atom, the calculation gives 0.58 eV/Å. The HOMO energy (spin up / spin down) is -13.13 / -13.64 eV.

Last column: Löwdin charge in e.
Element x y z (Å)
Pd -0.47 1.25 0.06  0.811
C -0.71 4.13 1.16  -0.080
N -0.89 3.48 -0.16  -0.224
C -2.26 3.62 -0.69  -0.107
C -3.20 2.61 -0.10  -0.250
C -4.52 2.93 0.19  0.010
C -5.37 1.94 0.66  -0.013
C -4.86 0.66 0.85  -0.019
C -3.53 0.43 0.55  -0.110
N -2.72 1.37 0.08  0.016
C 0.12 3.94 -1.14  -0.120
C 1.49 3.47 -0.73  -0.267
C 2.61 4.25 -0.95  0.008
C 3.86 3.75 -0.61  -0.012
C 3.94 2.49 -0.05  -0.013
C 2.77 1.77 0.15  -0.084
N 1.57 2.25 -0.19  0.039
C -0.65 3.18 2.34  -0.228
C -0.57 3.69 3.63  0.008
C -0.56 2.81 4.70  -0.011
C -0.63 1.45 4.46  -0.019
C -0.70 1.01 3.15  -0.118
N -0.68 1.87 2.12  0.006
H 0.21 4.72 1.15  0.142
H -1.53 4.83 1.33  0.143
H -2.64 4.64 -0.53  0.138
H -2.22 3.46 -1.77  0.139
H -4.88 3.94 0.04  0.128
H -6.40 2.16 0.89  0.127
H -5.48 -0.14 1.22  0.122
H -3.09 -0.54 0.72  0.088
H -0.14 3.49 -2.10  0.129
H 0.10 5.02 -1.27  0.145
H 2.51 5.24 -1.38  0.128
H 4.75 4.34 -0.77  0.127
H 4.88 2.06 0.24  0.122
H 2.80 0.79 0.58  0.089
H -0.54 4.76 3.78  0.133
H -0.50 3.19 5.71  0.128
H -0.65 0.73 5.26  0.123
H -0.77 -0.04 2.90  0.103
C 0.98 -4.52 1.03  -0.036
C -0.45 -4.27 0.64  -0.288
C -1.36 -5.32 0.78  -0.028
C -2.69 -5.21 0.39  -0.050
C -3.14 -4.04 -0.19  -0.069
C -2.26 -2.97 -0.33  -0.168
C -0.94 -3.07 0.10  -0.336
Sb 0.14 -1.31 -0.36  1.568
C 0.03 -1.25 -2.46  -0.341
C -0.25 -0.01 -3.03  -0.161
C -0.40 0.14 -4.40  -0.076
C -0.29 -0.98 -5.21  -0.049
C -0.01 -2.21 -4.66  -0.023
C 0.16 -2.38 -3.28  -0.286
C 0.49 -3.75 -2.75  -0.036
C 2.20 -1.60 -0.01  -0.380
C 3.05 -1.73 -1.10  -0.114
C 4.42 -1.90 -0.91  -0.057
C 4.92 -1.94 0.38  -0.050
C 4.07 -1.80 1.47  -0.031
C 2.71 -1.61 1.30  -0.353
C 1.82 -1.37 2.49  -0.069
H 1.18 -5.58 1.02  0.092
H 1.18 -4.16 2.04  0.084
H 1.69 -4.04 0.36  0.060
H -1.01 -6.25 1.19  0.122
H -3.35 -6.06 0.50  0.117
H -4.16 -3.95 -0.54  0.112
H -2.61 -2.08 -0.83  0.081
H -0.34 0.89 -2.40  0.043
H -0.61 1.11 -4.83  0.108
H -0.41 -0.89 -6.28  0.117
H 0.10 -3.08 -5.30  0.125
H 1.06 -4.31 -3.48  0.095
H -0.42 -4.31 -2.53  0.097
H 1.07 -3.71 -1.83  0.049
H 2.65 -1.71 -2.11  0.099
H 5.07 -2.01 -1.76  0.115
H 5.98 -2.09 0.54  0.115
H 4.48 -1.82 2.47  0.120
H 2.36 -1.55 3.42  0.095
H 0.94 -2.00 2.49  0.061
H 1.48 -0.32 2.51  0.052

3.
DFT (ωB97M-V/def2-TZVPD) results for a molecular structure, C11H4AlN2O5.

The value obtained for the orbital gap is 6.672 eV. The net charge is +3. The value obtained for the total energy is -31251.505 eV. Its energy above the lowest of the compared OMol25 structures with the same formula, charge and spin is 0.513 eV. For the largest force on an atom, the calculation gives 7.26 eV/Å. The HOMO energy is -20.81 eV.

Last column: Löwdin charge in e.
Element x y z (Å)
O -0.13 -0.01 -7.20  0.055
C -0.11 -0.02 -6.06  -0.025
Al -0.15 -0.01 -1.06  0.284
O 1.91 -2.49 -1.85  0.327
C 1.16 -1.62 -1.72  0.149
C -1.42 1.60 -1.78  0.161
O -2.15 2.50 -1.97  0.312
C -1.77 -1.28 -1.77  0.152
O -2.68 -1.98 -1.95  0.319
C 1.49 1.25 -1.73  0.158
O 2.43 1.93 -1.88  0.318
N 3.45 -0.20 3.88  0.264
C 2.38 -0.13 3.44  -0.093
C 1.06 -0.06 2.76  -0.105
C -0.22 0.05 3.37  0.104
C -1.52 0.14 2.80  0.089
C -1.44 0.10 1.39  -0.026
N -0.20 -0.02 0.80  -0.047
C 1.04 -0.08 1.38  -0.007
H -0.19 0.08 4.44  0.152
H -2.54 0.22 3.31  0.188
H -2.29 0.16 0.68  0.135
H 1.90 -0.13 0.71  0.139

> Which of these has the highest largest force on an atom?

C11H4AlN2O5